# 1
This record from the Open Molecules 2025 dataset describes a cluster of 2 separate species, C3H8NO in total in a non-equilibrium geometry. The level of theory is wB97M-V/def2-TZVPD.

Last columns: bonded neighbours and bond lengths (Å).
Geometry (Å):
1 C 0.740 0.024 -1.908  N2 1.280, H3 1.137, H4 1.109
2 N 1.231 -0.680 -0.958  C1 1.280, H5 1.120, H6 1.081
3 H 0.367 1.091 -1.785  C1 1.137
4 H 0.778 -0.415 -2.925  C1 1.109
5 H 1.677 -1.656 -1.280  N2 1.120
6 H 0.938 -0.429 0.051  N2 1.081
7 C 0.016 0.221 1.795  C8 1.358, H10 1.079, H11 1.062
8 C -1.061 0.642 1.084  C7 1.358, O9 1.414, H12 1.142
9 O -1.646 0.083 -0.075  C8 1.414, H13 1.035
10 H 0.580 0.921 2.393  C7 1.079
11 H 0.400 -0.742 2.023  C7 1.062
12 H -1.660 1.561 1.401  C8 1.142
13 H -2.360 -0.619 0.184  O9 1.035

The value obtained for the gap between HOMO and LUMO is 8.894 eV. The energy relative to the best compared isomer or geometry (same formula, charge and spin) is 241.3 kJ/mol. Its spin multiplicity is 1. The calculation puts the HOMO energy at -14.04 eV. Its net charge is +1.


# 2
This record from the Open Molecules 2025 dataset describes the ion C3H8NO with charge +1 in a non-equilibrium geometry. The level of theory is wB97M-V/def2-TZVPD.

Last columns: bonded neighbours and bond lengths (Å).
Geometry (Å):
1 C -0.196 0.167 0.449  C2 1.529, C3 1.532, N4 1.427, H6 1.137
2 C 0.994 -0.025 -0.492  C1 1.529, N4 1.497, O5 1.395, H7 1.086
3 C -1.612 0.481 -0.044  C1 1.532, H8 1.160, H9 1.088, H10 1.140
4 N 0.350 -1.140 0.271  C1 1.427, C2 1.497, H11 1.030, H12 0.986
5 O 2.259 0.321 -0.019  C2 1.395, H13 0.890
6 H -0.186 0.618 1.493  C1 1.137
7 H 1.090 -0.154 -1.567  C2 1.086
8 H -1.929 1.553 0.265  C3 1.160
9 H -2.315 -0.097 0.551  C3 1.088
10 H -1.860 0.475 -1.156  C3 1.140
11 H 1.017 -1.626 0.887  N4 1.030
12 H -0.139 -1.707 -0.370  N4 0.986
13 H 2.526 1.133 -0.268  O5 0.890

The value obtained for the gap between HOMO and LUMO is 12.540 eV. The energy relative to the best compared isomer or geometry (same formula, charge and spin) is 166.8 kJ/mol. Its spin multiplicity is 1. The calculation puts the HOMO energy at -15.82 eV. Its net charge is +1.


# 3
This record from the Open Molecules 2025 dataset describes a cluster of 2 separate species, C3H8NO in total in a non-equilibrium geometry. The level of theory is wB97M-V/def2-TZVPD.

Last columns: bonded neighbours and bond lengths (Å).
Geometry (Å):
1 C 0.191 0.261 2.336  N2 1.320, H3 1.086, H4 1.088
2 N 0.535 1.002 1.299  C1 1.320, H5 1.039, H6 1.013
3 H -0.071 0.906 3.169  C1 1.086
4 H 0.230 -0.823 2.261  C1 1.088
5 H 0.013 0.881 0.408  N2 1.039
6 H 0.837 1.891 1.683  N2 1.013
7 C -0.795 -1.356 -1.716  C8 1.322, H10 1.086, H11 1.087
8 C 0.129 -0.590 -1.164  C7 1.322, O9 1.424, H12 1.081
9 O 0.297 0.809 -1.377  C8 1.424, H13 0.960
10 H -0.617 -2.382 -2.022  C7 1.086
11 H -1.655 -0.838 -2.131  C7 1.087
12 H 0.961 -0.815 -0.511  C8 1.081
13 H -0.054 1.055 -2.235  O9 0.960

The value obtained for the gap between HOMO and LUMO is 6.973 eV. The energy relative to the best compared isomer or geometry (same formula, charge and spin) is 294.6 kJ/mol. Its spin multiplicity is 1. The calculation puts the HOMO energy at -13.42 eV. Its net charge is +1.


# 4
This record from the Open Molecules 2025 dataset describes the ion C3H8NO2 with charge -1 in a non-equilibrium geometry. The level of theory is wB97M-V/def2-TZVPD.

Last columns: bonded neighbours and bond lengths (Å).
Geometry (Å):
1 C 0.174 -0.247 0.655  C2 1.518, N4 1.427, H7 1.103, H8 1.106
2 C 1.339 0.699 0.431  C1 1.518, O3 1.430, H9 1.095, H10 1.091
3 O 2.599 0.024 0.462  C2 1.430, H11 0.938
4 N -1.080 0.345 0.317  C1 1.427, C5 1.605, H12 1.011
5 C -1.627 -0.219 -1.083  N4 1.605, O6 1.294, H13 1.134, H14 1.114
6 O -0.694 -0.424 -1.955  C5 1.294
7 H 0.329 -0.638 1.675  C1 1.103
8 H 0.290 -1.165 0.049  C1 1.106
9 H 1.185 1.207 -0.527  C2 1.095
10 H 1.368 1.464 1.209  C2 1.091
11 H 2.475 -0.699 -0.124  O3 0.938
12 H -1.819 0.203 0.991  N4 1.011
13 H -2.194 -1.143 -0.753  C5 1.134
14 H -2.345 0.592 -1.345  C5 1.114

The value obtained for the gap between HOMO and LUMO is 6.679 eV. The energy relative to the best compared isomer or geometry (same formula, charge and spin) is 276.9 kJ/mol. Its spin multiplicity is 1. The calculation puts the HOMO energy at -2.56 eV. Its net charge is -1.


# 5
This record from the Open Molecules 2025 dataset describes a cluster of 2 separate species, C3H8NO2 in total in a non-equilibrium geometry. The level of theory is wB97M-V/def2-TZVPD.

Last columns: bonded neighbours and bond lengths (Å).
Geometry (Å):
1 O -1.016 -1.651 1.341  C2 1.197
2 C 0.012 -1.109 1.055  O1 1.197, C3 1.548, H7 1.095
3 C 0.305 -0.369 -0.273  C2 1.548, C4 1.522, N6 1.468, H8 1.189
4 C 0.413 1.110 0.069  C3 1.522, O5 1.390, H9 1.213, H10 1.199
5 O 1.427 1.437 0.962  C4 1.390, H11 0.956
6 N -0.758 -0.522 -1.273  C3 1.468, H13 1.038, H14 0.987
7 H 0.840 -1.093 1.772  C2 1.095
8 H 1.328 -0.651 -0.810  C3 1.189
9 H -0.589 1.476 0.646  C4 1.213
10 H 0.561 1.749 -0.935  C4 1.199
11 H 2.281 1.326 0.547  O5 0.956
12 H -2.792 0.131 -0.014  no bonds
13 H -1.576 -1.052 -0.917  N6 1.038
14 H -0.437 -0.782 -2.170  N6 0.987

The value obtained for the gap between HOMO and LUMO (alpha / beta) is 9.897 / 9.108 eV. The energy relative to the best compared isomer or geometry (same formula, charge and spin) is 210.0 kJ/mol. Its spin multiplicity is 2. The calculation puts the HOMO energy (alpha / beta) at -9.29 / -9.35 eV. As for the expectation value of S²: 0.7509. Its net charge is 0.


# 6
This record from the Open Molecules 2025 dataset describes a cluster of 2 separate species, C3H8NO2 in total in a non-equilibrium geometry. The level of theory is wB97M-V/def2-TZVPD.

Last columns: bonded neighbours and bond lengths (Å).
Geometry (Å):
1 C 1.781 -0.725 -0.235  C2 1.440, O5 1.414, H7 0.997, H8 1.202
2 C 0.393 -0.379 -0.068  C1 1.440, O5 1.380, O6 1.293
3 C -1.856 -0.874 0.309  O6 1.430, H9 1.029, H10 1.089, H11 1.116
4 N 0.325 1.694 -0.134  H12 1.052, H13 1.000, H14 1.044
5 O 1.145 -0.754 1.027  C1 1.414, C2 1.380
6 O -0.760 -0.654 -0.584  C2 1.293, C3 1.430
7 H 2.076 -1.617 -0.570  C1 0.997
8 H 2.557 0.165 -0.462  C1 1.202
9 H -2.288 0.031 0.540  C3 1.029
10 H -1.536 -1.322 1.249  C3 1.089
11 H -2.547 -1.429 -0.368  C3 1.116
12 H 0.552 1.783 -1.157  N4 1.052
13 H 0.864 2.236 0.510  N4 1.000
14 H -0.706 1.846 -0.056  N4 1.044

The value obtained for the gap between HOMO and LUMO is 12.137 eV. The energy relative to the best compared isomer or geometry (same formula, charge and spin) is 412.1 kJ/mol. Its spin multiplicity is 1. The calculation puts the HOMO energy at -16.07 eV. Its net charge is +1.


# 7
This record from the Open Molecules 2025 dataset describes the ion C3H8NO2 with charge +1 in a non-equilibrium geometry. The level of theory is wB97M-V/def2-TZVPD.

Last columns: bonded neighbours and bond lengths (Å).
Geometry (Å):
1 C -0.005 0.274 -0.688  C2 1.502, N6 1.524, H7 1.086, H8 1.084
2 C -0.253 -0.394 0.633  C1 1.502, C3 1.527, H9 1.093, H10 1.090
3 C 1.047 -0.506 1.427  C2 1.527, O4 1.348, O5 1.176
4 O 1.939 -1.106 0.614  C3 1.348, H11 0.979
5 O 1.157 -0.202 2.558  C3 1.176
6 N -1.257 0.850 -1.339  C1 1.524, H12 1.021, H13 1.021, H14 1.022
7 H 0.589 -0.279 -1.410  C1 1.086
8 H 0.565 1.167 -0.460  C1 1.084
9 H -0.965 0.161 1.250  C2 1.093
10 H -0.681 -1.396 0.614  C2 1.090
11 H 2.638 -1.550 1.137  O4 0.979
12 H -1.203 1.835 -1.606  N6 1.021
13 H -1.623 0.339 -2.143  N6 1.021
14 H -1.948 0.805 -0.588  N6 1.022

The value obtained for the gap between HOMO and LUMO is 10.555 eV. The energy relative to the best compared isomer or geometry (same formula, charge and spin) is 88.9 kJ/mol. Its spin multiplicity is 1. The calculation puts the HOMO energy at -14.59 eV. Its net charge is +1.


# 8
This record from the Open Molecules 2025 dataset describes the ion C3H8NO2 with charge +1 in a non-equilibrium geometry. The level of theory is wB97M-V/def2-TZVPD.

Last columns: bonded neighbours and bond lengths (Å).
Geometry (Å):
1 C -0.242 1.441 0.984  C2 1.683, O5 1.389, H7 1.009, H8 1.168
2 C -0.422 -0.165 0.515  C1 1.683, C3 1.632, H9 1.146, H10 1.126
3 C 0.327 -0.960 -0.697  C2 1.632, N4 1.304, O6 1.237
4 N 0.059 -2.220 -0.900  C3 1.304, H11 1.065, H13 1.092
5 O 0.364 2.137 -0.055  C1 1.389, H12 0.944
6 O 1.018 -0.354 -1.525  C3 1.237, H14 1.021
7 H -1.199 1.727 1.130  C1 1.009
8 H 0.366 1.529 1.976  C1 1.168
9 H -1.479 -0.403 0.142  C2 1.146
10 H -0.339 -0.878 1.382  C2 1.126
11 H 0.662 -2.800 -1.558  N4 1.065
12 H 0.695 2.927 0.343  O5 0.944
13 H -0.753 -2.641 -0.303  N4 1.092
14 H 0.942 0.660 -1.434  O6 1.021

The value obtained for the gap between HOMO and LUMO is 11.633 eV. The energy relative to the best compared isomer or geometry (same formula, charge and spin) is 203.9 kJ/mol. Its spin multiplicity is 1. The calculation puts the HOMO energy at -15.24 eV. Its net charge is +1.


# 9
This record from the Open Molecules 2025 dataset describes a cluster of 2 separate species, C3H8NO2 in total in a non-equilibrium geometry. The level of theory is wB97M-V/def2-TZVPD.

Last columns: bonded neighbours and bond lengths (Å).
Geometry (Å):
1 O -0.131 0.194 1.426  C2 1.226
2 C -1.052 -0.358 2.017  O1 1.226, O3 1.338, H4 1.061
3 O -1.361 -1.647 1.839  C2 1.338, H5 1.000
4 H -1.843 0.239 2.398  C2 1.061
5 H -2.306 -1.832 1.569  O3 1.000
6 C 0.154 1.004 -1.596  N8 1.441, H9 1.082, H10 1.076, H11 1.180
7 C 1.719 -0.273 -0.588  N8 1.297, H12 1.080, H13 1.124
8 N 0.485 -0.260 -0.988  C6 1.441, C7 1.297, H14 1.128
9 H -0.522 0.674 -2.374  C6 1.082
10 H 0.981 1.625 -1.894  C6 1.076
11 H -0.401 1.753 -0.872  C6 1.180
12 H 2.422 0.463 -0.951  C7 1.080
13 H 2.041 -1.076 0.130  C7 1.124
14 H -0.186 -0.507 -0.116  N8 1.128

The value obtained for the gap between HOMO and LUMO is 10.500 eV. The energy relative to the best compared isomer or geometry (same formula, charge and spin) is 307.9 kJ/mol. Its spin multiplicity is 1. The calculation puts the HOMO energy at -15.73 eV. Its net charge is +1.


# 10
This record from the Open Molecules 2025 dataset describes the ion C3H8NO2 with charge +1 in a non-equilibrium geometry. The level of theory is wB97M-V/def2-TZVPD.

Last columns: bonded neighbours and bond lengths (Å).
Geometry (Å):
1 O 0.698 -0.057 2.019  C2 1.180
2 C -0.262 0.132 1.361  O1 1.180, O3 1.377, C4 1.599
3 O -1.596 -0.077 1.629  C2 1.377, H7 0.975
4 C -0.160 0.248 -0.231  C2 1.599, C5 1.525, N6 1.510, H8 1.094
5 C 1.080 0.908 -0.824  C4 1.525, H9 1.088, H10 1.128, H11 1.119
6 N -0.242 -1.186 -0.699  C4 1.510, H12 1.020, H13 1.025, H14 1.030
7 H -1.834 0.479 2.394  O3 0.975
8 H -0.915 1.028 -0.368  C4 1.094
9 H 0.820 1.885 -1.228  C5 1.088
10 H 1.884 1.114 -0.060  C5 1.128
11 H 1.368 0.268 -1.696  C5 1.119
12 H 0.620 -1.645 -0.403  N6 1.020
13 H -0.430 -1.450 -1.671  N6 1.025
14 H -1.031 -1.646 -0.223  N6 1.030

The value obtained for the gap between HOMO and LUMO is 11.481 eV. The energy relative to the best compared isomer or geometry (same formula, charge and spin) is 180.2 kJ/mol. Its spin multiplicity is 1. The calculation puts the HOMO energy at -15.37 eV. Its net charge is +1.


Number 3 is which compound? C3H8NO


What is the spin multiplicity in the sixth record? 1


Look up the energy relative to the best compared isomer or geometry (same formula, charge and spin) of the first one. 241.3 kJ/mol